1.
{
  "formula": "C31H50O17S5",
  "method": "the ωB97M-V functional and the def2-TZVPD basis",
  "species": ["C", "C", "O", "S", "C", "O", "O", "H", "H", "H", "H", "H", "H", "H", "H", "C", "C", "O", "S", "C", "O", "O", "H", "H", "H", "H", "H", "H", "H", "H", "C", "C", "O", "S", "C", "O", "O", "H", "H", "H", "H", "H", "H", "H", "H", "O", "S", "O", "O", "C", "C", "O", "H", "H", "H", "H", "O", "S", "O", "O", "C", "C", "O", "H", "H", "H", "H", "C", "C", "C", "C", "C", "C", "H", "H", "H", "H", "H", "H", "C", "C", "C", "C", "C", "C", "H", "H", "H", "H", "H", "H", "C", "C", "C", "C", "C", "C", "H", "H", "H", "H", "H", "H"],
  "xyz": [[10.0343, -6.3845, 14.8172], [10.3373, -5.9688, 13.4009], [9.1731, -6.3152, 12.5962], [9.2517, -5.9174, 11.0598], [7.5350, -5.8982, 10.7178], [9.8112, -4.6055, 10.9209], [9.8602, -6.9856, 10.3333], [10.0719, -7.4721, 14.8738], [9.0638, -6.0612, 15.1937], [10.7897, -5.9939, 15.4952], [10.4057, -4.8867, 13.2849], [11.2411, -6.4755, 13.0632], [6.9652, -5.5656, 11.5742], [7.2667, -6.8460, 10.2560], [7.4421, -5.2293, 9.8568], [12.8249, -12.0953, 17.1605], [13.8378, -12.7368, 16.2312], [13.4626, -12.3617, 14.8865], [14.4368, -12.8853, 13.7351], [13.7047, -12.0011, 12.3737], [15.7461, -12.3452, 13.9578], [14.2390, -14.2893, 13.5606], [13.0906, -12.2210, 18.2040], [11.8562, -12.5513, 16.9284], [12.6347, -11.0568, 16.8827], [14.8620, -12.4726, 16.4999], [13.7681, -13.8264, 16.2816], [13.1680, -11.1702, 12.8312], [12.9513, -12.6198, 11.8992], [14.5383, -11.6554, 11.7734], [13.4098, -4.5772, 19.2018], [13.2092, -4.3460, 20.6887], [12.5899, -5.4516, 21.3387], [12.8206, -5.6905, 22.9074], [12.0751, -4.2216, 23.5908], [11.9965, -6.8217, 23.1609], [14.2265, -5.6638, 23.1360], [12.4250, -4.6125, 18.7363], [13.9770, -5.4793, 18.9810], [13.9870, -3.7356, 18.8210], [14.1777, -4.0942, 21.1327], [12.5754, -3.4640, 20.8315], [12.6620, -3.3924, 23.2038], [12.3200, -4.2885, 24.6513], [11.0165, -4.2241, 23.3693], [14.5215, -8.7311, 10.9414], [14.2066, -7.8949, 9.8332], [13.9845, -8.4432, 8.5593], [13.0309, -6.9318, 10.2927], [13.5089, -5.7812, 10.9620], [15.0625, -5.8336, 10.8281], [15.2879, -6.7227, 9.7446], [13.0786, -4.8773, 10.5364], [13.2470, -5.8041, 12.0199], [15.4889, -6.2184, 11.7535], [15.4413, -4.8603, 10.5349], [12.6712, -7.4454, 15.6842], [14.0814, -7.4986, 15.5745], [14.8604, -6.6021, 16.3528], [14.5292, -9.0296, 15.7320], [15.7962, -9.1898, 15.0843], [15.7011, -8.3115, 13.8574], [14.5313, -7.4844, 14.0298], [16.5756, -8.8464, 15.7707], [15.9720, -10.2442, 14.8929], [15.6027, -8.8572, 12.9215], [16.5407, -7.6481, 13.6544], [18.4246, -8.5699, 11.9812], [19.0507, -8.5942, 13.2153], [19.0370, -9.7932, 13.9244], [18.4635, -10.9205, 13.3568], [17.8112, -10.8788, 12.1333], [17.8763, -9.7041, 11.3917], [18.3537, -7.6858, 11.3536], [19.4506, -7.6618, 13.5938], [19.5417, -9.8682, 14.8796], [18.4130, -11.7942, 13.9959], [17.3003, -11.7623, 11.7771], [17.3325, -9.6565, 10.4572], [10.2635, -10.7303, 19.0563], [10.0679, -10.0007, 17.8863], [10.1997, -8.6248, 17.9448], [10.6625, -7.9748, 19.0882], [10.8026, -8.7222, 20.2460], [10.6326, -10.1035, 20.2375], [10.1656, -11.8103, 19.0290], [9.7134, -10.4823, 16.9852], [10.1226, -7.9796, 17.0764], [10.9333, -6.9310, 19.0121], [11.1534, -8.2156, 21.1392], [10.7085, -10.6080, 21.1913], [17.3057, -4.4801, 15.1716], [16.6900, -3.8929, 14.0722], [17.4889, -3.3038, 13.0980], [18.8501, -3.1489, 13.3371], [19.4760, -3.7474, 14.4196], [18.6783, -4.4368, 15.3407], [16.7811, -5.0811, 15.9053], [15.6251, -4.0305, 13.9289], [16.9925, -2.9058, 12.2221], [19.4468, -2.5748, 12.6366], [20.5249, -3.5902, 14.6285], [19.1465, -5.0377, 16.1108]],
  "lowdin_charge": [-0.086, -0.236, -0.262, 0.559, -0.118, -0.285, -0.269, 0.073, 0.088, 0.067, 0.116, 0.112, 0.075, 0.075, 0.077, -0.065, -0.257, -0.266, 0.590, -0.088, -0.296, -0.266, 0.087, 0.081, 0.072, 0.118, 0.120, 0.073, 0.075, 0.061, -0.057, -0.295, -0.260, 0.573, -0.111, -0.270, -0.266, 0.076, 0.079, 0.084, 0.118, 0.116, 0.063, 0.075, 0.078, -0.231, 0.596, -0.183, -0.182, -0.148, -0.150, -0.182, 0.134, 0.112, 0.108, 0.131, -0.220, 0.605, -0.221, -0.185, -0.148, -0.158, -0.203, 0.132, 0.104, 0.096, 0.112, -0.117, -0.097, -0.094, -0.103, -0.088, -0.085, 0.107, 0.103, 0.104, 0.103, 0.100, 0.103, -0.112, -0.101, -0.092, -0.075, -0.081, -0.084, 0.099, 0.104, 0.073, 0.094, 0.084, 0.102, -0.097, -0.091, -0.099, -0.102, -0.089, -0.095, 0.084, 0.098, 0.096, 0.101, 0.100, 0.102],
  "e_tot_ha": -4481.14123,
  "e_above_lowest_kcal_mol": 0.0,
  "homo_lumo_gap_ev": 9.477,
  "smiles": "CCOS(C)(=O)=O.CCOS(C)(=O)=O.CCOS(C)(=O)=O.O=S1(=O)OCCO1.O=S1(=O)OCCO1.c1ccccc1.c1ccccc1.c1ccccc1"
}

=====

2.
{
  "formula": "C31H50O3P2PtS",
  "method": "the ωB97M-V functional and the def2-TZVPD basis",
  "species": ["Pt", "C", "C", "C", "C", "C", "C", "H", "H", "H", "C", "H", "H", "H", "C", "H", "H", "H", "C", "H", "H", "H", "C", "H", "H", "H", "C", "C", "C", "C", "C", "C", "C", "C", "H", "H", "H", "H", "H", "H", "H", "H", "H", "H", "H", "H", "P", "P", "C", "C", "H", "H", "H", "H", "C", "H", "H", "H", "C", "H", "H", "H", "C", "H", "H", "H", "C", "H", "H", "H", "C", "C", "C", "C", "C", "C", "C", "S", "O", "O", "O", "H", "H", "H", "H", "H", "H", "H"],
  "xyz": [[0.5102, 0.6050, 1.1428], [1.2225, 0.4621, 3.3987], [2.2746, 1.0439, 2.6017], [0.4492, 2.5127, 2.5467], [0.0620, 1.3566, 3.3081], [1.7938, 2.2970, 2.0674], [1.3281, -0.7543, 4.2309], [2.0112, -1.4917, 3.7953], [0.3489, -1.2420, 4.3534], [1.6864, -0.4851, 5.2317], [-1.2289, 1.2064, 4.0296], [-1.3772, 0.1890, 4.3895], [-2.0580, 1.4357, 3.3519], [-1.2748, 1.8750, 4.8910], [-0.3753, 3.7299, 2.3385], [-0.2841, 4.3673, 3.2270], [-1.4303, 3.4674, 2.1985], [-0.0352, 4.3031, 1.4697], [2.6216, 3.3051, 1.3333], [3.1366, 3.9685, 2.0476], [2.0041, 3.9391, 0.6823], [3.3944, 2.8306, 0.7188], [3.6561, 0.5199, 2.4945], [4.2650, 1.0307, 3.2536], [4.1071, 0.7190, 1.5163], [3.7070, -0.5567, 2.6932], [-0.4153, -1.1407, 0.3806], [0.7560, -1.5303, 1.1288], [2.0277, -1.9499, 0.5024], [2.4537, -0.9990, -0.6417], [2.0182, 0.4185, -0.3946], [0.7991, 0.9791, -0.9294], [-0.1423, 0.1539, -1.7677], [-0.5141, -1.1921, -1.1023], [1.9597, -2.9937, 0.1477], [2.0581, -1.3645, -1.5975], [2.8120, -1.9559, 1.2800], [0.1031, -2.0032, -1.5124], [-1.3717, -1.2517, 0.9091], [0.5903, -1.9410, 2.1163], [-1.5525, -1.4415, -1.3769], [-1.0618, 0.7484, -1.9011], [0.8094, 2.0558, -1.1334], [0.2608, -0.0133, -2.7784], [3.5512, -1.0213, -0.7349], [2.8184, 1.1290, -0.1923], [-0.6867, -0.0685, -6.0780], [-0.3418, 2.6895, -7.6404], [-0.7039, -0.1194, -7.9525], [-1.0491, 1.2339, -8.5887], [-1.4518, -0.8713, -8.2415], [0.2811, -0.4712, -8.2983], [-0.6427, 1.2876, -9.6078], [-2.1421, 1.3642, -8.6511], [-1.1571, 4.0658, -8.5480], [-0.6998, 5.0155, -8.2366], [-2.2236, 4.1041, -8.2831], [-1.0592, 3.9592, -9.6365], [1.3214, 2.7435, -8.4525], [1.2401, 2.7515, -9.5485], [1.9178, 1.8764, -8.1377], [1.8449, 3.6532, -8.1240], [-2.1377, -1.1655, -5.7616], [-2.1982, -1.3783, -4.6843], [-2.0577, -2.1127, -6.3145], [-3.0620, -0.6500, -6.0607], [0.6737, -1.2661, -5.7512], [1.6405, -0.8139, -6.0178], [0.5408, -2.1975, -6.3185], [0.6933, -1.4971, -4.6748], [-2.3637, -3.2317, 9.4127], [-2.1981, -2.9455, 7.9539], [-2.7750, -3.7432, 6.9497], [-2.5998, -3.4431, 5.5846], [-1.8351, -2.3440, 5.1903], [-1.2740, -1.5484, 6.1871], [-1.4459, -1.8464, 7.5420], [-1.7828, -2.0484, 3.1725], [-1.0994, -3.2161, 2.6332], [-3.1755, -1.8896, 2.8786], [-1.1549, -0.7065, 2.6352], [-3.4159, -3.2066, 9.6843], [-1.9666, -4.2153, 9.6509], [-1.8403, -2.4998, 10.0175], [-3.3704, -4.6108, 7.2602], [-3.0740, -4.0980, 4.8485], [-0.6652, -0.6641, 6.0024], [-0.9783, -1.1967, 8.2904]],
  "mulliken_spin": [0.619, 0.313, 0.230, 0.281, 0.174, 0.205, 0.015, 0.008, 0.002, 0.014, -0.036, 0.011, 0.010, 0.019, 0.015, 0.015, 0.005, 0.000, -0.008, 0.011, 0.005, 0.004, 0.010, 0.008, 0.005, 0.004, 0.115, 0.093, 0.042, 0.012, 0.112, 0.082, 0.039, 0.045, 0.004, 0.001, 0.009, 0.001, 0.007, 0.008, 0.009, 0.013, -0.022, 0.000, 0.006, 0.008, 0.346, 0.408, -0.001, 0.023, 0.008, -0.002, 0.012, -0.002, 0.044, -0.001, 0.001, 0.021, 0.035, 0.016, -0.003, -0.001, 0.046, -0.008, 0.014, 0.001, 0.037, 0.000, 0.014, -0.010, 0.000, 0.001, -0.001, -0.002, 0.003, 0.010, 0.000, -0.028, 0.019, 0.143, 0.335, 0.000, 0.000, 0.000, 0.000, 0.001, -0.002, 0.000],
  "e_tot_ha": -2636.33005,
  "total_charge": 2,
  "s_squared": 6.023,
  "homo_lumo_gap_ev": [6.457, 3.986],
  "spin_multiplicity": 5
}

=====

3.
{
  "formula": "C31H50P2Pd",
  "method": "the ωB97M-V functional and the def2-TZVPD basis",
  "species": ["Pd", "C", "C", "C", "C", "C", "C", "H", "H", "H", "C", "H", "H", "H", "C", "H", "H", "H", "C", "H", "H", "H", "C", "H", "H", "H", "C", "C", "C", "C", "C", "C", "C", "C", "H", "H", "H", "H", "H", "H", "H", "H", "H", "H", "H", "H", "P", "P", "C", "C", "H", "H", "H", "H", "C", "H", "H", "H", "C", "H", "H", "H", "C", "H", "H", "H", "C", "H", "H", "H", "C", "C", "C", "C", "C", "C", "C", "H", "H", "H", "H", "H", "H", "H"],
  "xyz": [[-2.2177, -3.8696, -3.9814], [1.7713, -0.8385, -0.5398], [1.7128, 0.0094, -1.6762], [1.4274, 1.3271, 0.1905], [1.5920, -0.0274, 0.6238], [1.4897, 1.3382, -1.2348], [2.0353, -2.2878, -0.5799], [1.3004, -2.8228, -1.2064], [2.0114, -2.7021, 0.4338], [3.0362, -2.4950, -1.0042], [1.6924, -0.4411, 2.0272], [2.1469, -1.4385, 2.0981], [0.7103, -0.4749, 2.5314], [2.3256, 0.2635, 2.5928], [1.3688, 2.4976, 1.0740], [2.2818, 2.5547, 1.6876], [0.5244, 2.4657, 1.7804], [1.2943, 3.4355, 0.5031], [1.4259, 2.5311, -2.0966], [2.4179, 2.9989, -2.2167], [0.7565, 3.2985, -1.6856], [1.0724, 2.2808, -3.1085], [1.9087, -0.3782, -3.0862], [2.7328, 0.1676, -3.5746], [0.9956, -0.1778, -3.6744], [2.1249, -1.4510, -3.1660], [-3.6844, -3.6766, -1.7215], [-2.9778, -4.7321, -2.3719], [-4.0055, -5.7887, -2.7696], [-4.7152, -5.2774, -4.0358], [-3.9093, -4.2515, -4.8063], [-3.7764, -2.8564, -4.4944], [-4.6179, -2.1350, -3.4752], [-4.8623, -2.9100, -2.1589], [-4.7171, -5.9202, -1.9458], [-5.6981, -4.9080, -3.7525], [-3.5068, -6.7383, -2.9590], [-5.7090, -3.6030, -2.3110], [-3.7152, -3.8031, -0.5869], [-2.1648, -5.0735, -1.7118], [-5.1554, -2.1936, -1.3577], [-4.0991, -1.2007, -3.2298], [-3.3651, -2.2197, -5.2961], [-5.5605, -1.8031, -3.9178], [-4.9117, -6.1208, -4.7067], [-3.8105, -4.5158, -5.8663], [-2.8010, -2.0499, 0.6378], [-2.4016, 0.3918, 0.2588], [-4.3036, -1.3269, 1.2807], [-4.2067, 0.1405, 0.7279], [-4.2244, -1.4090, 2.3744], [-5.1962, -1.8846, 0.9468], [-4.7402, 0.2214, -0.2275], [-4.5762, 0.9136, 1.4072], [-1.9289, 2.1858, 0.4985], [-0.9967, 2.3668, -0.0662], [-1.7073, 2.4038, 1.5597], [-2.7031, 2.8979, 0.1631], [-2.5353, 0.2012, -1.5527], [-3.4870, 0.6232, -1.9241], [-2.4847, -0.8639, -1.8067], [-1.7073, 0.7023, -2.0552], [-2.2381, -3.3218, 1.8091], [-1.3087, -3.7434, 1.3679], [-2.9807, -4.1284, 1.9406], [-2.0212, -2.8121, 2.7344], [-0.3720, -3.4351, -3.1119], [-0.2503, -2.3522, -3.3155], [0.4209, -4.0689, -3.5572], [-0.5557, -3.6227, -2.0371], [-1.8533, -0.7584, 3.8765], [-1.9933, 0.6402, 3.9826], [-0.8530, 1.4849, 4.0328], [-0.9905, 2.8626, 4.0479], [-2.2844, 3.4486, 4.0241], [-3.4265, 2.6165, 4.0081], [-3.2854, 1.2418, 3.9963], [-0.8562, -1.1983, 3.9264], [-2.7426, -1.3858, 3.9546], [0.1392, 1.0470, 4.1254], [-0.1014, 3.4901, 4.0861], [-2.3750, 4.5454, 4.0436], [-4.4249, 3.0711, 4.0345], [-4.1511, 0.5773, 4.0140]],
  "mulliken_spin": [0.174, 0.375, 0.349, 0.345, 0.337, 0.251, -0.003, 0.024, -0.002, 0.031, -0.012, 0.002, 0.061, 0.017, 0.049, 0.022, 0.008, 0.000, 0.033, 0.026, 0.004, 0.004, 0.011, 0.020, 0.027, -0.004, 0.638, -0.069, 0.070, -0.009, -0.018, 0.026, 0.016, 0.018, 0.002, 0.001, 0.003, 0.031, -0.043, -0.010, 0.011, 0.000, 0.009, -0.002, 0.001, 0.002, -0.027, 0.137, -0.030, 0.009, 0.001, -0.006, -0.001, -0.005, 0.105, -0.035, -0.031, 0.009, -0.002, 0.001, 0.014, -0.001, 0.044, 0.002, 0.004, -0.023, 0.063, -0.020, -0.001, -0.002, 0.615, -0.026, 0.158, -0.075, 0.211, -0.082, 0.155, -0.003, -0.010, 0.013, 0.002, 0.008, 0.001, 0.005],
  "e_tot_ha": -2020.92246,
  "e_above_lowest_kcal_mol": 127.9,
  "total_charge": 2,
  "s_squared": 6.093,
  "homo_lumo_gap_ev": [5.278, 4.493],
  "spin_multiplicity": 5
}